(i)
The following is a quantum chemistry calculation of the molecule C4H13N3, from the OMol25 dataset.

Structure (XYZ):
```
20
C4H13N3 | the OMol25 dataset | ωB97M-V/def2-TZVPD
N -1.35511 0.57150 2.24855
C -0.17114 1.24711 1.72437
C 0.69470 0.34478 0.83728
C -0.02408 -0.24555 -0.39159
N -0.60062 0.81593 -1.31096
C 1.01923 -0.87842 -1.26976
N 0.65754 -1.75655 -2.41075
H -1.63156 0.77115 3.18721
H -1.84027 -0.10217 1.69325
H -0.47225 2.13623 1.15254
H 0.47716 1.65969 2.51260
H 0.91539 -0.58477 1.39137
H 1.57062 0.86546 0.49942
H -0.71305 -1.07683 -0.28942
H -1.45992 0.39672 -1.65727
H -0.94520 1.62318 -0.77398
H 1.88092 -1.33346 -0.73801
H 1.60003 -0.06720 -1.74602
H 0.72960 -2.70017 -2.03026
H -0.33198 -1.68663 -2.62860
```

Frontier orbital gap = 9.8 eV
Lowest unoccupied orbital energy = 1.0 eV
SMILES = NCC[C@@H](N)CN

(ii)
The following is a quantum chemistry calculation of a cluster of 2 separate species, C4H13N3 in total, from the OMol25 dataset.

Structure (XYZ):
```
20
C4H13N3 | the OMol25 dataset | ωB97M-V/def2-TZVPD
C 1.93217 -1.37580 0.26428
C -1.79501 -0.33432 -1.22328
C -1.50719 -0.34871 1.23055
C 0.54597 1.93153 -0.45491
N 1.90020 0.01510 0.27781
N -1.07296 -0.77821 -0.06761
N 0.98151 0.54627 -0.49299
H 1.89845 -1.68797 -0.80644
H 2.93829 -1.80206 0.68073
H 1.14020 -1.86940 0.87245
H -2.78324 -0.96410 -1.33966
H -2.08308 0.72042 -1.21856
H -1.01844 -0.57684 -2.11277
H -1.20650 -1.12203 1.89502
H -0.92452 0.46972 1.55296
H -2.59768 -0.10901 1.31849
H -0.50108 1.95894 -0.68964
H 0.85734 2.38547 0.48531
H 1.12779 2.38307 -1.24331
H 2.16778 0.55793 1.07160
```

Frontier orbital gap (alpha / beta) = 9.2 / 7.5 eV
Lowest unoccupied orbital energy (alpha / beta) = 1.1 / 0.8 eV

(iii)
The following is a quantum chemistry calculation of the molecule C4H13N3, from the OMol25 dataset.

Structure (XYZ):
```
20
C4H13N3 | the OMol25 dataset | ωB97M-V/def2-TZVPD
C 0.17365 2.52357 -1.51449
N 0.71015 1.82019 -0.32813
C -0.40222 1.27653 0.46288
C 0.16254 0.23777 1.43645
N 0.28212 -1.12249 0.93552
C -0.62193 -1.67821 -0.06771
N -0.20682 -2.92192 -0.67365
H 0.91090 3.06509 -2.09151
H -0.46836 1.89911 -2.14921
H -0.59305 3.15968 -1.04940
H 1.28808 1.01439 -0.57110
H -1.17646 0.78582 -0.15256
H -0.92577 2.13174 0.90244
H 1.16707 0.56519 1.71466
H -0.43834 0.26375 2.35965
H 0.39698 -1.77554 1.68518
H -1.59606 -1.88913 0.36829
H -0.71541 -0.90432 -0.82542
H 0.44173 -2.75711 -1.43337
H 0.16137 -3.67926 -0.10162
```

Frontier orbital gap = 9.5 eV
Lowest unoccupied orbital energy = 1.0 eV
SMILES = CNCCNCN

(iv)
The following is a quantum chemistry calculation of the molecule C4H13N3, from the OMol25 dataset.

Structure (XYZ):
```
20
C4H13N3 | the OMol25 dataset | ωB97M-V/def2-TZVPD
C -1.72162 -3.06254 0.69725
N -1.29673 -1.73087 1.11177
C -0.12317 -1.28477 0.36600
C 0.16710 0.19112 0.59179
N 0.59163 0.81980 -0.66644
C 1.23394 2.11719 -0.47529
N 1.19296 2.88973 -1.69131
H -0.90819 -3.78603 0.76399
H -2.52884 -3.39652 1.35135
H -2.09432 -3.08332 -0.33600
H -2.07735 -1.11804 0.89514
H -0.29809 -1.42336 -0.70239
H 0.72477 -1.90276 0.65220
H -0.73864 0.69910 0.93808
H 0.92898 0.31504 1.36221
H 1.22057 0.18082 -1.13762
H 0.71709 2.61944 0.35701
H 2.26338 1.98579 -0.14969
H 0.27823 3.27718 -1.85494
H 1.95302 3.52981 -1.83315
```

Frontier orbital gap = 10.0 eV
Lowest unoccupied orbital energy = 1.1 eV
SMILES = CNCCNCN

Most stable: (iv). Least stable: (ii).

(i)
The following is a quantum chemistry calculation of the molecule C4H13N3, from the OMol25 dataset.

Structure (XYZ):
```
20
C4H13N3 | the OMol25 dataset | ωB97M-V/def2-TZVPD
C -2.09003 0.33735 0.93060
C -0.75517 0.13179 1.58882
N 0.44289 0.75149 0.55263
C 1.80733 0.99178 1.00214
N 0.33547 -0.42774 -0.21443
N 0.78224 -0.21440 -1.58980
C 0.12430 -1.16562 -2.47781
H -2.10200 1.30361 0.43539
H -2.88863 0.32075 1.67397
H -2.27086 -0.43044 0.18170
H -0.60700 0.81450 2.42696
H -0.60343 -0.89195 1.95907
H 1.81958 1.92717 1.56803
H 2.20313 0.19162 1.65251
H 2.46771 1.07867 0.13510
H 0.92835 -1.18899 0.14046
H 0.48867 0.73357 -1.82016
H 0.38327 -0.91282 -3.50616
H -0.97102 -1.18226 -2.37878
H 0.50519 -2.16807 -2.26024
```

Frontier orbital gap = 8.9 eV
Lowest unoccupied orbital energy = 1.2 eV
SMILES = CCN(C)NNC

(ii)
The following is a quantum chemistry calculation of the molecule C4H13N3, from the OMol25 dataset.

Structure (XYZ):
```
20
C4H13N3 | the OMol25 dataset | ωB97M-V/def2-TZVPD
N 1.62306 -2.09979 0.37535
C 0.54810 -2.08916 -0.54708
C 0.76991 -0.74049 -1.62207
N -0.24170 0.24461 -1.02952
C 0.10375 1.33918 -0.13313
C -1.00582 2.00526 0.60309
N -1.43528 1.24204 1.67606
H 1.35146 -2.77323 1.17851
H 1.81511 -1.33029 0.94565
H 0.50100 -2.93770 -1.18295
H -0.33538 -1.86443 0.07302
H 0.92082 -0.60786 -2.70167
H 1.66884 -0.55865 -1.05541
H -1.16772 -0.12968 -0.77005
H 0.68469 2.05824 -0.77815
H 0.77994 0.80514 0.53906
H -1.93052 2.33040 0.10481
H -0.51007 2.94810 0.91110
H -2.14927 1.81725 2.14549
H -1.99091 0.34107 1.26790
```

Frontier orbital gap = 8.9 eV
Lowest unoccupied orbital energy = 1.0 eV
SMILES = NCCNCCN

(iii)
The following is a quantum chemistry calculation of the molecule C4H13N3, from the OMol25 dataset.

Structure (XYZ):
```
20
C4H13N3 | the OMol25 dataset | ωB97M-V/def2-TZVPD
N 0.38175 2.47949 -1.57638
C 0.49947 2.38247 -0.08760
C -0.42120 1.32598 0.48059
N 0.10095 -0.00306 0.28040
C -0.71161 -1.06659 0.81651
C -0.18810 -2.44996 0.48856
N 0.25255 -2.58649 -0.93224
H 1.23243 2.14830 -2.01431
H -0.32563 1.80075 -1.84355
H 0.23786 3.36080 0.30913
H 1.52262 2.12192 0.17174
H -0.71697 1.56043 1.51717
H -1.37194 1.37751 -0.06994
H 1.01441 -0.09981 0.71045
H -0.82218 -1.02347 1.92127
H -1.75970 -0.95216 0.52681
H 0.70922 -2.62551 1.08789
H -0.84424 -3.29039 0.68975
H -0.04220 -1.77564 -1.45693
H 1.25253 -2.68457 -1.01932
```

Frontier orbital gap = 10.0 eV
Lowest unoccupied orbital energy = 1.0 eV
SMILES = NCCNCCN

Most stable: (iii). Least stable: (ii).